Entry 1:
Formula: C36H36N3O3
Source: the Open Molecules 2025 dataset
Level of theory: wB97M-V/def2-TZVPD

The geometry in XYZ format:
```
78
Properties=species:S:1:pos:R:3:lowdin_charge:R:1
C -4.146 0.481 2.532 -0.1096
C -3.509 -0.722 2.859 -0.0964
C -2.116 -0.796 2.869 -0.0511
C -1.339 0.332 2.530 -0.1642
C 0.136 0.346 2.670 -0.2097
N 0.685 1.537 2.748 0.1042
C 1.665 1.905 3.723 -0.2502
C 2.244 3.178 3.334 -0.2070
N 2.849 4.112 2.980 0.1758
C 0.878 -0.944 2.618 -0.1481
C 0.462 -1.924 1.692 -0.0498
C 1.178 -3.110 1.522 -0.0872
C 2.357 -3.322 2.248 -0.1032
C 2.779 -2.362 3.175 -0.0863
C 2.021 -1.211 3.396 -0.0379
C -1.989 1.534 2.193 -0.0326
C -3.382 1.614 2.207 -0.0866
H -5.236 0.539 2.531 0.0911
H -4.094 -1.609 3.111 0.0966
H -1.619 -1.725 3.150 0.1073
H 2.512 1.205 3.702 0.1080
H -0.440 -1.753 1.101 0.1147
H 0.818 -3.863 0.820 0.0986
H 2.942 -4.230 2.096 0.0947
H 3.700 -2.507 3.743 0.1017
H 2.320 -0.540 4.200 0.0754
H -1.384 2.401 1.927 0.0930
H -3.868 2.560 1.963 0.0974
C -0.930 7.568 2.930 -0.0571
C 0.123 6.458 2.901 -0.5407
C -0.254 5.466 1.803 -0.0705
C 1.484 7.065 2.535 -0.0505
C 0.230 5.776 4.285 -0.0645
C 0.172 4.425 4.426 0.0072
C 0.575 3.743 5.627 -0.1790
C 0.782 2.366 5.683 0.0077
C 0.439 1.603 6.823 -0.1576
C -0.447 2.088 7.865 -0.0234
C -0.633 1.405 9.048 -0.0009
C 0.027 0.177 9.253 -0.1864
N 0.092 -0.368 10.563 -0.3468
O 0.746 -1.418 10.749 0.0150
O -0.492 0.240 11.490 0.0138
C 0.759 -0.419 8.201 -0.0047
C 0.933 0.260 7.014 -0.0090
C 0.774 4.573 6.791 0.0225
C 0.736 5.935 6.767 -0.0680
C 0.989 6.790 8.032 -0.5475
C 2.328 7.525 7.895 -0.0506
C 1.049 5.933 9.298 -0.0745
C -0.126 7.825 8.214 -0.0534
C 0.564 6.603 5.466 -0.2646
O 0.752 7.837 5.354 -0.0027
H -0.652 8.325 3.668 0.0710
H -1.002 8.037 1.941 0.0795
H -1.907 7.148 3.197 0.0856
H 0.513 4.690 1.698 0.0704
H -1.228 5.004 2.006 0.0794
H -0.327 5.996 0.844 0.0846
H 2.253 6.281 2.542 0.0473
H 1.430 7.517 1.537 0.0828
H 1.746 7.835 3.267 0.0752
H -0.212 3.800 3.613 0.0996
H 1.106 1.725 4.819 -0.0135
H -0.982 3.030 7.725 0.1149
H -1.249 1.806 9.851 0.1164
H 1.197 -1.400 8.373 0.1141
H 1.501 -0.215 6.211 0.0954
H 1.023 4.068 7.727 0.1030
H 2.302 8.181 7.020 0.0756
H 2.519 8.124 8.793 0.0809
H 3.143 6.801 7.773 0.0894
H 0.123 5.360 9.434 0.0864
H 1.903 5.246 9.276 0.0844
H 1.171 6.584 10.174 0.0831
H -1.093 7.320 8.319 0.0877
H 0.064 8.416 9.118 0.0803
H -0.162 8.494 7.350 0.0741
```

The value obtained for the highest occupied orbital energy is -3.6 eV. Its total charge is -1. The value obtained for the LUMO energy is 0.6988 eV. As for the orbital gap: 4.2711 eV.

Entry 2:
Formula: C36H37CoF4N2O3P2Te
Source: the Open Molecules 2025 dataset
Level of theory: wB97M-V/def2-TZVPD

The geometry in XYZ format:
```
86
Properties=species:S:1:pos:R:3:lowdin_charge:R:1
Co -0.965 -0.217 -0.594 0.3358
C -0.422 -1.768 -3.423 -0.0847
N -0.707 -0.449 -2.875 -0.2851
C 0.298 0.508 -3.328 -0.0992
C -2.056 -0.055 -3.296 -0.1976
C -2.577 1.166 -2.568 -0.2086
N -2.471 0.938 -1.134 -0.0349
C -2.991 1.830 -0.279 -0.1777
C -2.861 1.607 1.113 -0.1571
F -2.207 0.489 1.527 0.0565
C -3.340 2.458 2.076 -0.2417
F -3.127 2.131 3.374 0.0588
C -4.012 3.626 1.767 0.0266
C -4.170 3.869 0.417 -0.2286
F -4.818 4.988 0.020 0.0643
C -3.694 3.030 -0.568 -0.1361
F -3.922 3.412 -1.850 0.0512
H -0.419 -1.742 -4.525 0.0913
H -1.172 -2.483 -3.089 0.0849
H 0.555 -2.112 -3.089 0.0622
H 0.294 0.596 -4.426 0.0925
H 1.285 0.176 -3.003 0.0852
H 0.117 1.490 -2.901 -0.0332
H -2.711 -0.900 -3.079 0.1065
H -2.073 0.120 -4.385 0.1242
H -3.615 1.300 -2.890 0.1174
H -2.031 2.064 -2.885 0.0820
H -4.386 4.299 2.522 0.1188
C 0.642 -1.340 4.817 -0.0914
C 0.468 -0.198 4.049 -0.0667
C 0.487 -0.287 2.663 -0.1003
C 0.686 -1.512 2.038 -0.3125
C 0.859 -2.656 2.812 -0.0666
C 0.836 -2.569 4.197 -0.0873
P 0.710 -1.515 0.207 1.1250
C 2.497 -1.438 -0.160 -0.3051
C 2.980 -1.924 -1.374 -0.1005
C 4.323 -1.801 -1.702 -0.0838
C 5.199 -1.186 -0.818 -0.0985
C 4.728 -0.702 0.391 -0.0886
C 3.383 -0.826 0.720 -0.0694
C 0.154 -3.185 -0.203 -0.3102
C 0.881 -4.343 -0.219 -0.0995
C 0.223 -5.575 -0.451 -0.0891
C -1.132 -5.605 -0.628 -0.0427
C -1.906 -4.414 -0.621 -0.1795
C -3.309 -4.418 -0.811 -0.0660
C -3.986 -3.232 -0.813 -0.0877
C -3.305 -1.995 -0.675 -0.1042
C -1.939 -1.910 -0.519 -0.1555
C -1.249 -3.173 -0.444 -0.2008
H 0.613 -1.277 5.898 0.0966
H 0.296 0.761 4.522 0.1022
H 0.339 0.588 2.048 0.0575
H 0.995 -3.619 2.335 0.0974
H 0.960 -3.465 4.793 0.0970
H 2.307 -2.415 -2.064 0.0847
H 4.682 -2.182 -2.649 0.1001
H 6.246 -1.083 -1.075 0.0976
H 5.404 -0.214 1.083 0.1020
H 3.024 -0.435 1.662 0.1030
H 1.951 -4.326 -0.045 0.1044
H 0.796 -6.494 -0.468 0.0936
H -1.639 -6.551 -0.786 0.1045
H -3.825 -5.361 -0.948 0.0989
H -5.062 -3.232 -0.948 0.0941
H -3.881 -1.078 -0.722 0.0888
C 4.340 3.230 -0.962 -0.0821
C 3.295 3.625 0.055 -0.3344
O 2.315 2.591 0.132 -0.3099
P 0.755 2.827 -0.216 0.0987
O 0.210 1.424 -0.131 -0.3985
Te 0.459 4.209 -2.098 0.3818
O 0.217 3.704 1.025 -0.3087
C 0.276 3.186 2.357 -0.2983
C -0.004 4.325 3.307 -0.0638
H 5.112 4.000 -1.032 0.0729
H 3.871 3.119 -1.941 0.0636
H 4.809 2.283 -0.692 0.0609
H 2.827 4.572 -0.222 0.0638
H 3.726 3.731 1.054 0.1126
H 1.260 2.743 2.541 0.1142
H -0.478 2.408 2.467 0.0867
H 0.732 5.121 3.179 0.0764
H 0.033 3.972 4.340 0.0733
H -0.994 4.739 3.117 0.0760
```

The value obtained for the highest occupied orbital energy (alpha / beta) is -4.1 / -4.0 eV. Its total charge is -1. The value obtained for the LUMO energy (alpha / beta) is 2.4849 / 2.4860 eV. Its multiplicity is 2. As for the orbital gap (alpha / beta): 6.5536 / 6.5341 eV.

Entry 3:
Formula: C36H37MnNOPSSeSi
Source: the Open Molecules 2025 dataset
Level of theory: wB97M-V/def2-TZVPD

The geometry in XYZ format:
```
80
Properties=species:S:1:pos:R:3:lowdin_charge:R:1
Mn 0.310 0.129 0.896 -0.0325
C -5.237 -0.558 2.791 -0.1898
Si -5.107 -0.341 0.927 0.5089
C -4.906 -2.008 0.077 -0.1833
C -6.735 0.419 0.334 -0.1984
C -3.719 0.819 0.437 -0.2520
C -3.925 2.001 -0.257 -0.0936
C -2.861 2.833 -0.611 -0.0700
C -1.578 2.429 -0.297 -0.1113
N -1.351 1.284 0.352 -0.0702
C -2.379 0.515 0.755 -0.7152
S -1.791 -0.801 1.695 0.6989
H -6.157 -1.098 3.037 0.0230
H -5.269 0.413 3.291 0.0305
H -4.383 -1.107 3.186 0.0018
H -5.709 -2.693 0.363 0.0243
H -3.950 -2.457 0.349 0.0035
H -4.931 -1.888 -1.009 0.0285
H -7.569 -0.220 0.639 0.0228
H -6.774 0.516 -0.754 0.0263
H -6.906 1.408 0.768 0.0259
H -4.934 2.299 -0.528 0.0899
H -3.024 3.762 -1.141 0.0933
H -0.701 3.000 -0.580 0.0972
O 1.488 0.247 2.995 -0.0273
C 1.734 -0.302 1.921 -0.5821
C 2.956 -1.091 1.614 -0.2217
C 4.194 -1.037 2.238 -0.0132
C 5.239 -1.772 1.701 -0.0888
C 5.050 -2.547 0.564 -0.0897
C 3.808 -2.618 -0.053 -0.0747
C 2.760 -1.882 0.474 -0.2928
P 0.969 -1.854 0.061 0.9999
C 0.831 -2.375 -1.677 -0.3405
C -0.262 -3.128 -2.101 -0.0952
C -0.438 -3.412 -3.446 -0.0929
C 0.472 -2.942 -4.383 -0.1039
C 1.551 -2.171 -3.970 -0.0858
C 1.727 -1.881 -2.624 -0.1070
C 0.604 -3.416 0.968 -0.3091
C 0.086 -3.376 2.258 -0.1102
C -0.068 -4.546 2.991 -0.0798
C 0.293 -5.768 2.447 -0.1022
C 0.826 -5.815 1.166 -0.0926
C 0.988 -4.648 0.438 -0.0968
H 4.330 -0.416 3.114 0.1157
H 6.218 -1.732 2.163 0.0951
H 5.883 -3.106 0.152 0.0950
H 3.672 -3.238 -0.933 0.1026
H -0.983 -3.483 -1.373 0.1097
H -1.293 -3.997 -3.765 0.0975
H 0.333 -3.166 -5.433 0.0938
H 2.253 -1.782 -4.697 0.0992
H 2.548 -1.247 -2.312 0.0773
H -0.181 -2.427 2.699 0.0394
H -0.473 -4.491 3.994 0.1013
H 0.166 -6.679 3.020 0.0940
H 1.123 -6.763 0.732 0.0960
H 1.413 -4.701 -0.556 0.1020
C 2.051 7.448 -0.795 -0.0702
C 1.960 5.946 -0.753 -0.2918
C 1.705 5.270 0.431 -0.0297
C 1.628 3.881 0.491 -0.3027
C 1.369 3.224 1.814 -0.0694
C 1.816 3.123 -0.677 -0.5170
Se 1.845 1.204 -0.657 0.8576
C 2.057 3.798 -1.890 -0.3124
C 2.258 3.057 -3.182 -0.1048
C 2.129 5.186 -1.903 -0.0375
H 1.776 7.885 0.166 0.0661
H 1.387 7.868 -1.555 0.0714
H 3.065 7.781 -1.033 0.0728
H 1.558 5.837 1.346 0.1061
H 1.212 3.970 2.594 0.0773
H 2.196 2.574 2.106 0.0738
H 0.487 2.581 1.786 0.0505
H 1.648 2.156 -3.219 0.0316
H 3.299 2.736 -3.292 0.0799
H 2.011 3.698 -4.032 0.0676
H 2.313 5.687 -2.850 0.1103
```

The value obtained for the highest occupied orbital energy (alpha / beta) is -3.9 / -3.8 eV. Its total charge is -1. The value obtained for the LUMO energy (alpha / beta) is 2.6697 / 2.6702 eV. Its multiplicity is 2. As for the orbital gap (alpha / beta): 6.5785 / 6.5042 eV.

The energy above the lowest of the compared OMol25 structures with the same formula, charge and spin results, record by record, are as follows: 77.84, 0.00, 13.60 kJ/mol.